Entry 1:
DFT (ωB97M-V/def2-TZVPD) results for a molecular structure, C20H17HfNO2S.

The HOMO-LUMO gap is 6.61 eV. The calculation puts the energy at -38743.9346 eV. The calculation puts the HOMO energy at -7.14 eV.

Each line ends with the Mulliken charge.
Cartesian coordinates (Å):
1 Hf -0.443 0.520 0.777  0.985
2 C -2.645 -1.925 2.554  -1.443
3 C -1.717 -0.825 2.972  0.430
4 C -0.345 -1.087 3.092  0.130
5 C 0.557 -0.065 3.310  -0.438
6 C 0.107 1.227 3.566  -0.504
7 C -1.286 1.457 3.593  -0.359
8 C -2.165 0.452 3.282  -0.215
9 H -2.501 -2.757 3.236  0.419
10 H -2.334 -2.282 1.556  0.180
11 H -3.671 -1.667 2.484  0.384
12 H 0.072 -2.074 2.910  0.344
13 H 1.640 -0.274 3.327  0.280
14 H 0.732 2.104 3.726  0.375
15 H -1.624 2.470 3.863  0.345
16 H -3.220 0.722 3.316  0.326
17 O -3.296 0.874 0.061  -0.573
18 C -2.415 1.173 -0.755  0.066
19 O -1.326 1.899 -0.474  -0.626
20 C -2.362 0.478 -2.146  0.672
21 C -2.819 1.066 -3.315  -0.545
22 C -2.516 0.415 -4.510  -0.593
23 C -1.677 -0.666 -4.570  -0.454
24 C -1.196 -1.263 -3.389  -0.621
25 C -1.593 -0.713 -2.203  0.740
26 S -1.096 -1.442 -0.668  -0.644
27 H -3.300 1.994 -3.179  0.495
28 H -2.824 1.043 -5.328  0.326
29 H -1.367 -1.051 -5.544  0.353
30 H -0.580 -2.158 -3.333  0.430
31 N 1.289 0.649 0.145  -0.473
32 C 2.592 0.430 -0.361  0.411
33 C 3.432 -0.527 0.342  -0.152
34 C 4.740 -0.799 -0.020  -0.785
35 C 5.278 -0.075 -1.051  -0.259
36 C 4.531 0.883 -1.742  -0.476
37 C 3.202 1.188 -1.354  -0.363
38 H 2.868 -1.033 1.094  0.308
39 H 5.307 -1.516 0.516  0.394
40 H 6.277 -0.228 -1.376  0.372
41 H 5.049 1.435 -2.535  0.316
42 H 2.646 1.949 -1.867  0.442

---

Entry 2:
DFT (ωB97M-V/def2-TZVPD) results for C4H7NO2 in the gas phase.

The HOMO-LUMO gap is 10.33 eV. As for the SMILES: C[C@@H](C=O)C(N)=O. The calculation puts the energy at -9846.7599 eV. The calculation puts the HOMO energy at -9.73 eV.

Each line ends with the natural charge from an NBO analysis.
Cartesian coordinates (Å):
1 C -0.415 1.354 0.070  -0.600
2 C 0.492 0.138 -0.171  -0.436
3 C 1.697 0.202 0.759  0.451
4 O 2.512 1.090 0.670  -0.520
5 C -0.210 -1.211 -0.059  0.680
6 N -1.437 -1.293 -0.644  -0.824
7 O 0.297 -2.161 0.515  -0.610
8 H -0.994 1.243 0.992  0.217
9 H 0.201 2.254 0.150  0.239
10 H -1.117 1.506 -0.756  0.204
11 H 0.904 0.216 -1.186  0.249
12 H 1.778 -0.586 1.527  0.146
13 H -1.826 -0.553 -1.207  0.396
14 H -1.880 -2.199 -0.660  0.408

---

Entry 3:
DFT (ωB97M-V/def2-TZVPD) results for a molecular structure, C43H36BaN7O3S.

The HOMO-LUMO gap is 5.07 eV. The calculation puts the energy at -73279.8910 eV. The charge is -1. The calculation puts the HOMO energy at -3.30 eV.

Each line ends with the Mulliken charge.
Cartesian coordinates (Å):
1 Ba -0.104 -0.050 -0.465  2.276
2 C -3.612 -3.965 -2.250  -0.656
3 O -3.907 -2.611 -2.590  -0.438
4 C -2.796 -1.891 -2.273  -0.387
5 N -1.816 -2.493 -1.743  -0.039
6 C -2.183 -3.919 -1.644  -0.250
7 C -2.141 -4.563 -0.282  0.560
8 C -3.041 -4.202 0.713  0.042
9 C -3.095 -4.922 1.893  -0.683
10 C -2.243 -5.995 2.100  -0.493
11 C -1.315 -6.334 1.130  -0.580
12 C -1.272 -5.622 -0.058  -0.556
13 C -2.844 -0.479 -2.677  0.911
14 C -4.049 0.075 -3.096  -0.630
15 C -4.055 1.382 -3.552  -0.675
16 C -2.860 2.073 -3.584  -0.600
17 C -1.706 1.441 -3.130  0.716
18 N -1.692 0.184 -2.681  -0.087
19 C -0.418 2.133 -3.164  -0.177
20 N 0.670 1.673 -2.705  -0.135
21 C 1.733 2.628 -2.969  -0.205
22 C 1.003 3.766 -3.740  -0.601
23 O -0.370 3.347 -3.776  -0.477
24 C 2.423 3.107 -1.715  -0.068
25 C 1.733 3.224 -0.516  0.894
26 C 2.376 3.705 0.614  -0.193
27 C 3.708 4.086 0.547  -0.613
28 C 4.404 3.963 -0.647  -0.646
29 C 3.765 3.467 -1.773  -0.618
30 H -3.662 -4.569 -3.156  0.268
31 H -4.353 -4.325 -1.538  0.408
32 H -1.488 -4.472 -2.279  0.574
33 H -3.688 -3.342 0.583  0.242
34 H -3.796 -4.626 2.661  0.361
35 H -2.281 -6.555 3.027  0.363
36 H -0.617 -7.144 1.298  0.377
37 H -0.554 -5.897 -0.823  0.279
38 H -4.951 -0.519 -3.069  0.514
39 H -4.972 1.847 -3.884  0.430
40 H -2.797 3.087 -3.951  0.526
41 H 2.480 2.148 -3.607  0.663
42 H 1.360 3.868 -4.766  0.291
43 H 1.069 4.728 -3.234  0.399
44 H 0.701 2.898 -0.454  -0.351
45 H 1.839 3.754 1.552  0.359
46 H 4.213 4.454 1.431  0.388
47 H 5.452 4.233 -0.700  0.378
48 H 4.315 3.338 -2.700  0.381
49 N -1.410 -2.145 3.611  -0.484
50 C -0.819 -1.879 2.393  -0.070
51 S 0.608 -2.733 2.048  -0.560
52 N -1.387 -1.037 1.559  0.831
53 N -2.724 -0.827 1.802  -1.039
54 C -3.353 0.287 1.779  -1.321
55 C -3.008 1.722 1.743  0.968
56 C -3.806 2.533 2.554  -0.742
57 C -3.581 3.889 2.707  -0.819
58 C -2.520 4.462 2.013  -0.705
59 C -1.751 3.699 1.160  -0.334
60 C -1.977 2.316 0.964  -0.069
61 O -1.286 1.642 0.095  0.150
62 H -0.795 -2.590 4.270  0.248
63 H -2.032 -1.439 3.973  0.213
64 H -4.421 0.128 1.955  0.388
65 H -4.617 2.064 3.103  0.371
66 H -4.208 4.486 3.357  0.367
67 H -2.298 5.516 2.139  0.409
68 H -0.945 4.161 0.601  0.245
69 N 2.338 -1.896 -0.581  -0.073
70 C 3.608 -1.315 -0.518  0.751
71 C 4.528 -1.546 -1.543  -0.726
72 C 5.797 -0.989 -1.519  -0.590
73 C 6.172 -0.188 -0.453  -0.819
74 C 5.258 0.054 0.566  -0.643
75 C 3.972 -0.481 0.559  0.475
76 C 3.046 -0.131 1.678  -1.102
77 C 3.508 -0.341 2.983  -0.157
78 C 2.752 0.058 4.074  -0.964
79 C 1.553 0.722 3.854  -0.612
80 C 1.107 0.927 2.551  -0.719
81 C 1.799 0.468 1.424  1.225
82 H 2.292 -2.692 -1.201  0.191
83 H 1.936 -2.131 0.332  -0.469
84 H 4.235 -2.182 -2.374  0.307
85 H 6.488 -1.182 -2.331  0.369
86 H 7.163 0.247 -0.413  0.374
87 H 5.537 0.694 1.394  0.437
88 H 4.459 -0.846 3.138  0.415
89 H 3.092 -0.148 5.084  0.310
90 H 0.957 1.071 4.694  0.352
91 H 0.163 1.458 2.416  0.181

---

Entry 4:
DFT (ωB97M-V/def2-TZVPD) results for a molecular structure, C29H35Cl3MgN4O2P2.

The HOMO-LUMO gap is 7.38 eV. The calculation puts the energy at -102284.3748 eV. The calculation puts the HOMO energy at -8.42 eV.

Each line ends with the Mulliken charge.
Cartesian coordinates (Å):
1 Mg -0.295 -2.418 5.408  0.512
2 C -1.048 2.280 4.403  -0.733
3 C -1.364 1.359 3.486  -0.249
4 C -0.741 1.123 2.137  -0.572
5 C 0.498 0.195 2.027  0.254
6 C 1.682 0.551 2.888  -0.570
7 C 1.868 1.698 3.548  -0.472
8 C 1.161 2.994 3.290  -0.820
9 C 0.032 3.305 4.320  -0.670
10 C 1.563 -2.008 6.054  -0.822
11 H -1.629 2.288 5.330  0.324
12 H -2.138 0.615 3.734  0.346
13 H -0.528 2.065 1.622  0.083
14 H -1.534 0.630 1.559  0.770
15 H 0.182 -0.847 2.230  0.210
16 H 0.813 0.197 0.966  -0.184
17 H 2.397 -0.274 3.023  0.666
18 H 2.685 1.778 4.275  0.381
19 H 0.745 3.059 2.280  0.325
20 H 1.901 3.803 3.382  0.410
21 H 0.490 3.425 5.312  0.363
22 H -0.399 4.288 4.076  0.363
23 H 1.730 -1.436 6.972  0.210
24 H 1.807 -1.369 5.188  -0.057
25 H 2.236 -2.882 6.050  0.350
26 P 1.542 -1.075 -2.754  -0.008
27 P -1.694 -0.687 -2.436  -0.197
28 N 2.983 -0.079 -2.818  0.387
29 N 2.261 -2.340 -3.796  0.311
30 N -1.909 1.055 -2.279  0.387
31 N -3.354 -0.968 -2.926  0.313
32 C 0.586 -0.167 -4.065  -0.675
33 C -0.885 -0.627 -4.110  -1.143
34 C 3.539 0.508 -1.672  -0.424
35 C 4.575 1.345 -2.059  -0.612
36 C 4.670 1.279 -3.487  -0.661
37 C 3.673 0.420 -3.926  -0.093
38 C 2.409 -3.667 -3.367  -0.464
39 C 2.919 -4.425 -4.416  -0.596
40 C 3.091 -3.545 -5.532  -0.742
41 C 2.657 -2.288 -5.133  -0.070
42 C -1.628 1.704 -1.075  -0.262
43 C -1.724 3.075 -1.262  -0.400
44 C -2.039 3.287 -2.638  -1.206
45 C -2.113 2.040 -3.242  -0.094
46 C -4.188 -0.246 -3.791  -0.125
47 C -5.276 -1.037 -4.125  -0.602
48 C -5.121 -2.291 -3.442  -0.566
49 C -3.946 -2.227 -2.714  -0.407
50 H 1.042 -0.297 -5.057  0.468
51 H 0.658 0.905 -3.821  0.474
52 H -1.454 -0.006 -4.815  0.473
53 H -0.942 -1.668 -4.466  0.526
54 H 3.124 0.264 -0.705  0.391
55 H 5.186 1.945 -1.400  0.416
56 H 5.380 1.798 -4.115  0.429
57 H 3.415 0.143 -4.931  0.187
58 H 2.115 -3.932 -2.363  0.394
59 H 3.128 -5.486 -4.390  0.397
60 H 3.478 -3.805 -6.508  0.433
61 H 2.573 -1.391 -5.724  0.267
62 H -1.360 1.106 -0.223  -0.075
63 H -1.568 3.822 -0.495  0.473
64 H -2.180 4.238 -3.125  0.452
65 H -2.276 1.796 -4.276  0.474
66 H -3.966 0.761 -4.093  0.299
67 H -6.081 -0.761 -4.787  0.442
68 H -5.789 -3.136 -3.493  0.406
69 H -3.452 -2.937 -2.069  0.362
70 Cl -3.169 -1.803 9.287  -0.110
71 C -2.263 -0.692 8.253  0.482
72 Cl -3.280 0.726 7.864  -0.124
73 Cl -0.795 -0.133 9.097  -0.124
74 C -1.742 -1.447 6.953  0.939
75 O -1.634 -2.725 6.931  -0.784
76 O -1.292 -0.749 5.977  -0.435

---

Entry 5:
DFT (ωB97M-V/def2-TZVPD) results for 2 unconnected molecules or ions with the total composition C7H7N2O3S.

The HOMO-LUMO gap is 8.21 eV. The calculation puts the energy at -27330.7402 eV. The charge is -1. The calculation puts the HOMO energy at -4.98 eV.

Each line ends with the natural charge from an NBO analysis.
Cartesian coordinates (Å):
1 C -0.292 -2.099 -2.148  -0.079
2 C 1.059 -2.047 -2.341  -0.474
3 C 0.014 -0.208 -1.105  0.095
4 C -0.365 -0.014 2.700  0.457
5 C 0.987 1.710 0.083  0.763
6 C -1.449 1.560 -0.497  -0.340
7 C -0.246 1.048 -0.460  -0.158
8 N -0.887 -1.098 -1.431  -0.483
9 N 0.131 -0.628 1.702  -0.812
10 O 2.000 1.662 -0.611  -0.692
11 O -0.057 1.170 3.010  -0.690
12 O 0.898 2.514 1.086  -0.782
13 S 1.699 -0.614 -1.453  0.443
14 H -0.910 -2.957 -2.295  0.183
15 H 1.755 -2.728 -2.817  0.217
16 H -0.882 -0.593 3.553  0.089
17 H 0.528 1.567 2.228  0.517
18 H -1.858 2.515 -0.110  0.202
19 H -2.182 0.854 -0.684  0.191
20 H 0.057 -1.613 1.591  0.354

---

Entry 6:
DFT (ωB97M-V/def2-TZVPD) results for 2 unconnected molecules or ions with the total composition C6H12O.

The HOMO-LUMO gap is 10.43 eV. As for the SMILES: CCC(C)=O.C=C. The calculation puts the energy at -8463.1224 eV. The calculation puts the HOMO energy at -9.49 eV.

Each line ends with the natural charge from an NBO analysis.
Cartesian coordinates (Å):
1 C 1.134 -0.230 1.243  -0.611
2 C 1.141 -0.049 -0.279  -0.510
3 C 0.312 1.125 -0.772  0.609
4 C 0.539 2.461 -0.097  -0.728
5 O -0.480 1.009 -1.684  -0.547
6 H 1.522 -1.218 1.510  0.219
7 H 1.758 0.517 1.746  0.207
8 H 0.119 -0.158 1.648  0.214
9 H 0.762 -0.941 -0.782  0.228
10 H 2.172 0.110 -0.625  0.223
11 H 0.202 2.426 0.946  0.234
12 H 1.607 2.705 -0.084  0.226
13 H -0.016 3.235 -0.630  0.238
14 C -1.531 -2.188 0.138  -0.417
15 C -2.066 -1.487 -0.855  -0.368
16 H -2.027 -2.300 1.099  0.193
17 H -0.564 -2.678 0.034  0.187
18 H -3.027 -0.990 -0.750  0.194
19 H -1.559 -1.348 -1.805  0.209

---

Entry 7:
DFT (ωB97M-V/def2-TZVPD) results for C4H9NO2 in the gas phase.

The HOMO-LUMO gap is 11.02 eV. As for the SMILES: [H]/N=C/OCCOC. The calculation puts the energy at -9877.9468 eV. The calculation puts the HOMO energy at -9.97 eV.

Each line ends with the natural charge from an NBO analysis.
Cartesian coordinates (Å):
1 H 3.444 -1.874 0.919  0.352
2 N 2.656 -1.546 0.369  -0.731
3 C 2.510 -0.299 0.531  0.418
4 O 1.539 0.419 -0.043  -0.501
5 C 0.603 -0.279 -0.868  -0.106
6 C -0.745 0.389 -0.725  -0.082
7 O -1.347 -0.054 0.464  -0.533
8 C -2.576 0.581 0.694  -0.247
9 H 3.132 0.364 1.141  0.152
10 H 0.954 -0.228 -1.905  0.186
11 H 0.550 -1.326 -0.561  0.227
12 H -0.619 1.485 -0.714  0.174
13 H -1.374 0.133 -1.596  0.167
14 H -2.449 1.667 0.821  0.165
15 H -3.282 0.409 -0.135  0.162
16 H -2.997 0.160 1.610  0.196

---

Entry 8:
DFT (ωB97M-V/def2-TZVPD) results for 5 unconnected molecules or ions with the total composition C2H15NO5.

The HOMO-LUMO gap is 9.23 eV. As for the SMILES: NCCO.O.O.O.O. The calculation puts the energy at -14044.1595 eV. The calculation puts the HOMO energy at -8.99 eV.

Each line ends with the natural charge from an NBO analysis.
Cartesian coordinates (Å):
1 N 1.762 -1.985 -1.170  -0.854
2 C 1.590 -1.841 0.252  -0.232
3 C 0.589 -2.801 0.877  -0.069
4 O 0.350 -2.558 2.245  -0.729
5 H 2.181 -2.893 -1.327  0.349
6 H 0.961 -1.860 -1.767  0.388
7 H 1.292 -0.821 0.506  0.157
8 H 2.554 -1.993 0.735  0.194
9 H 0.902 -3.832 0.782  0.169
10 H -0.371 -2.768 0.342  0.146
11 H -0.257 -1.829 2.389  0.475
12 O -0.812 -0.903 -2.226  -0.969
13 H -1.450 -1.593 -2.057  0.488
14 H -1.105 -0.216 -2.824  0.489
15 O 1.303 3.353 0.191  -0.940
16 H 1.866 3.692 0.892  0.473
17 H 1.702 2.527 -0.062  0.467
18 O -2.965 4.961 0.232  -0.923
19 H -2.822 4.075 -0.119  0.460
20 H -2.760 5.463 -0.567  0.463
21 O -1.201 0.448 0.160  -0.943
22 H -0.303 0.219 -0.085  0.472
23 H -1.261 1.399 0.021  0.470

---

Which value of energy does entry 6 give?
-8463.1224 eV

---

Among the records above, which one has the highest HOMO?
C43H36BaN7O3S

---

Among the records above, which one has the lowest energy?
C29H35Cl3MgN4O2P2

---

Among the records above, which one has the highest energy?
C6H12O